Entry 1:
Here is 9 unconnected molecules or ions with the total composition C54H36O36 at a distorted geometry from the OMol25 dataset. Energies are from ωB97M-V/def2-TZVPD.

Summary:
E_HOMO ... -0.3513 hartree
Total charge ... 0
Energy relative to the best compared isomer or geometry (same formula, charge and spin) ... 23.57 kJ/mol
Frontier orbital gap ... 7.79 eV

Last column: Mulliken charge in e.
Positions of all 126 atoms, in Å:
O  -23.7179  16.6016  -9.1443  -0.63
C  -22.5297  16.3922  -9.0457  1.25
C  -21.5068  17.0462  -9.8440  -1.19
C  -20.2667  16.7486  -9.5414  0.51
O  -19.2705  17.3191  -10.1706  -0.56
C  -19.8621  15.7886  -8.4517  1.01
O  -18.6596  15.6171  -8.2962  -0.67
C  -20.8893  15.1117  -7.6690  -0.56
C  -22.1774  15.3851  -8.0141  -0.27
O  -23.2106  14.9421  -7.3319  -0.40
H  -21.9269  17.6656  -10.6725  0.41
H  -18.4324  17.0219  -9.8559  0.34
H  -20.6174  14.5046  -6.8276  0.54
H  -24.1039  15.3490  -7.4947  0.30
O  -36.0064  8.9422  -5.6474  -0.70
C  -34.8881  9.4074  -5.3182  0.79
C  -33.7074  8.7353  -4.8552  -0.84
C  -32.6512  9.4793  -4.4785  0.03
O  -31.5126  9.0603  -3.9823  -0.58
C  -32.6995  11.0403  -4.4961  1.13
O  -31.7179  11.5521  -4.1010  -0.77
C  -33.8473  11.7266  -4.9639  -0.46
C  -34.8472  10.9727  -5.3836  0.26
O  -36.0255  11.4635  -5.8318  -0.65
H  -33.5821  7.6441  -4.9410  0.43
H  -30.9984  9.9143  -3.8630  0.39
H  -33.8907  12.8066  -5.1414  0.42
H  -36.5337  10.6566  -6.0806  0.40
O  -33.8145  15.1183  -4.6549  -0.20
C  -33.7978  15.2389  -3.4643  0.54
C  -34.7057  14.6259  -2.5084  -1.32
C  -34.4081  14.7479  -1.1919  0.31
O  -35.1111  14.2340  -0.2394  -0.58
C  -33.2390  15.6571  -0.7220  1.12
O  -33.2751  15.7561  0.4579  -0.64
C  -32.2714  16.1198  -1.6155  -1.07
C  -32.5810  15.9840  -2.9208  0.57
O  -31.7798  16.4500  -3.8441  -0.42
H  -35.4552  13.9925  -2.9010  0.59
H  -34.7887  14.7869  0.5326  0.42
H  -31.5002  16.8337  -1.3112  0.44
H  -32.2348  16.3231  -4.7453  0.34
O  -20.0192  20.8709  -7.1935  -0.64
C  -21.0517  20.4063  -6.7870  0.91
C  -22.2605  21.1666  -6.7099  -0.93
C  -23.3297  20.4239  -6.4807  0.03
O  -24.5834  20.9093  -6.5979  -0.65
C  -23.2861  18.9489  -6.2159  0.53
O  -24.3632  18.4068  -6.1020  -0.53
C  -22.0840  18.1754  -6.0494  -0.06
C  -21.0045  18.9379  -6.3232  -0.75
O  -19.7740  18.4644  -6.2963  -0.68
H  -22.3551  22.2463  -6.8547  0.50
H  -25.2394  20.2545  -6.2008  0.38
H  -22.0881  17.1176  -5.7523  1.34
H  -19.1645  19.1909  -6.5506  0.38
O  -28.2601  12.7022  -10.3102  -0.72
C  -29.2967  12.2023  -9.8723  1.21
C  -29.8642  11.0159  -10.3836  -0.85
C  -30.9382  10.6261  -9.7323  -0.08
O  -31.5672  9.4952  -9.9562  -0.60
C  -31.4591  11.3098  -8.4598  0.27
O  -32.2354  10.6300  -7.8334  -0.53
C  -31.0642  12.6695  -8.1254  -0.33
C  -29.9692  13.0567  -8.7711  -0.41
O  -29.3444  14.1718  -8.5860  -0.43
H  -29.2755  10.4692  -11.1186  0.47
H  -32.2795  9.2224  -9.3580  0.35
H  -31.4833  13.2737  -7.3690  1.26
H  -28.5009  14.1614  -9.1483  0.39
O  -21.4419  14.9569  -2.9466  -0.71
C  -21.7477  16.1618  -2.8482  1.01
C  -20.7370  17.1460  -2.6782  -0.71
C  -21.1853  18.4326  -2.6134  0.17
O  -20.4352  19.4926  -2.4634  -0.62
C  -22.6531  18.7806  -2.6525  1.13
O  -22.8203  20.0152  -2.5483  -0.75
C  -23.6851  17.7552  -2.7804  -0.99
C  -23.2202  16.4998  -2.8973  0.35
O  -24.0112  15.4334  -2.9085  -0.52
H  -19.6597  16.8535  -2.7996  0.38
H  -21.0477  20.3204  -2.4312  0.45
H  -24.7401  17.9985  -2.8336  0.50
H  -23.4783  14.6376  -2.9001  0.36
O  -32.0304  16.7150  -6.5215  -0.62
C  -31.8964  16.6602  -7.7267  1.01
C  -30.7879  17.1806  -8.4811  -1.08
C  -30.8287  16.8172  -9.7632  0.22
O  -29.8267  17.1377  -10.5591  -0.59
C  -31.8969  16.0367  -10.4919  1.11
O  -31.6037  15.8262  -11.6538  -0.68
C  -33.0162  15.6232  -9.7450  -0.95
C  -33.0005  15.9005  -8.4085  0.04
O  -33.8233  15.2938  -7.4998  -0.52
H  -29.9510  17.6564  -8.0065  0.60
H  -29.8622  16.6568  -11.4224  0.40
H  -33.8228  15.0460  -10.1965  0.51
H  -33.6573  15.6766  -6.5686  0.35
O  -29.1052  5.0928  -8.0827  -0.65
C  -29.0279  6.1254  -7.4862  1.00
C  -29.0921  7.4269  -8.0229  -0.93
C  -28.9306  8.3832  -7.0752  0.07
O  -28.8512  9.6252  -7.4279  -0.38
C  -28.8041  8.2152  -5.6272  1.26
O  -28.6503  9.2909  -5.0309  -0.67
C  -28.8453  6.8884  -5.0592  -0.98
C  -28.9884  5.8702  -5.9307  0.25
O  -29.0473  4.5785  -5.6333  -0.62
H  -29.1714  7.7082  -9.0814  0.46
H  -28.8274  10.1942  -6.5804  0.30
H  -28.8160  6.7097  -3.9867  0.47
H  -29.1686  4.1516  -6.5617  0.44
O  -28.4711  12.4631  -5.3381  -0.65
C  -28.1894  13.6654  -5.3980  0.96
C  -26.8289  14.1057  -5.8456  -0.99
C  -26.6847  15.3998  -5.9292  -0.62
O  -25.5674  15.9667  -6.4267  -0.07
C  -27.7564  16.4189  -5.6186  1.22
O  -27.5316  17.5177  -6.0135  -0.69
C  -29.0176  15.9570  -4.9925  -0.53
C  -29.1831  14.6210  -4.8701  -0.03
O  -30.2892  14.0741  -4.3086  -0.40
H  -26.2136  13.3937  -6.3138  0.82
H  -25.7340  16.9561  -6.4952  0.21
H  -29.8581  16.6046  -4.7703  0.86
H  -30.1682  13.0946  -4.4398  0.17

Entry 2:
Here is a molecular structure, C54H37AsN10O4V at a distorted geometry from the OMol25 dataset. Energies are from ωB97M-V/def2-TZVPD.

Summary:
E_HOMO (spin up / spin down) ... -0.2075 / -0.2150 hartree
Total charge ... 0
Spin multiplicity ... 2
Frontier orbital gap (spin up / spin down) ... 4.70 / 4.90 eV

Last column: Mulliken charge in e.
Positions of all 107 atoms, in Å:
V  -0.2972  0.8512  -0.2695  -0.18
C  3.7822  0.6286  -1.4672  -1.53
C  3.6376  0.1683  -2.7768  -0.91
C  2.5177  -0.5666  -3.0996  -0.93
C  1.4829  -0.7069  -2.1691  0.06
N  1.5396  -0.0865  -0.9581  1.98
C  2.7314  0.4612  -0.6008  -0.32
N  0.4628  -1.6283  -2.4387  -0.35
C  -0.7150  -1.5432  -1.9643  -0.24
N  -1.3178  -0.4146  -1.4291  0.66
C  -2.5868  -0.7415  -1.0070  -0.19
N  -3.4828  0.0397  -0.5199  -0.60
C  -3.2926  1.3937  -0.2752  0.30
C  -4.4663  2.1669  -0.2190  -0.81
C  -4.4029  3.5206  -0.0138  -0.32
C  -3.1515  4.1106  0.1740  -1.19
C  -2.0467  3.3102  0.1344  -0.15
N  -2.0797  1.9705  -0.0939  0.76
C  -2.8359  -2.1776  -1.3115  -0.02
C  -3.9316  -2.9869  -1.0962  -0.12
C  -3.8410  -4.3162  -1.5009  -0.83
C  -2.6864  -4.8054  -2.1143  -0.69
C  -1.5926  -3.9756  -2.3421  0.01
C  -1.6908  -2.6637  -1.9273  0.46
H  4.6912  1.1165  -1.1356  0.48
H  4.4147  0.3423  -3.5140  0.49
H  2.3981  -1.0416  -4.0659  0.55
H  2.8138  0.7543  0.4380  0.62
H  -5.4028  1.6475  -0.3676  0.52
H  -5.3057  4.1211  0.0010  0.41
H  -3.0446  5.1749  0.3469  0.47
H  -1.0693  3.7439  0.2831  0.39
H  -4.8295  -2.5938  -0.6282  0.55
H  -4.6825  -4.9835  -1.3396  0.41
H  -2.6391  -5.8482  -2.4107  0.46
H  -0.6894  -4.3383  -2.8267  0.51
O  -0.6346  -0.1523  1.0888  0.37
N  -0.8932  -0.9488  2.1214  -1.64
N  0.1487  -1.1407  2.8141  1.39
O  1.2951  -0.6966  2.5315  -0.37
C  -0.0319  -1.9723  4.0002  -0.42
C  1.0661  -2.6657  4.4659  0.31
C  0.9215  -3.4937  5.5721  -0.68
C  -0.3009  -3.5922  6.2190  -0.59
C  -1.3914  -2.8725  5.7463  -0.64
C  -1.2642  -2.0612  4.6270  -0.31
H  2.0135  -2.5596  3.9517  0.48
H  1.7713  -4.0711  5.9174  0.45
H  -0.4059  -4.2280  7.0908  0.40
H  -2.3487  -2.9402  6.2526  0.38
H  -2.1019  -1.4924  4.2519  0.44
O  4.9593  6.0458  -1.7280  -0.67
N  4.1614  5.3723  -2.3354  1.13
O  4.1529  5.2892  -3.5350  -0.64
C  3.1549  4.5864  -1.5461  -0.97
C  3.2813  4.6670  -0.2289  -0.29
C  2.4494  3.9088  0.6580  1.21
C  2.5492  3.9627  2.0396  -0.88
C  1.6998  3.1710  2.8116  -1.33
C  0.8066  2.3205  2.2012  -0.69
N  0.7090  2.2156  0.8571  1.05
C  1.5049  3.0470  0.1038  -0.46
C  1.3100  3.0011  -1.2985  0.12
N  0.3248  2.1422  -1.7251  0.56
C  0.1025  2.0541  -3.0537  -0.23
C  0.8241  2.7852  -3.9581  -1.32
C  1.8430  3.6440  -3.5363  -0.61
C  2.1196  3.7686  -2.1718  0.79
H  4.0559  5.3050  0.1740  0.61
H  3.2723  4.6332  2.4963  0.49
H  1.7411  3.2020  3.8932  0.42
H  0.1350  1.7268  2.7896  0.58
H  -0.6705  1.3684  -3.3665  0.55
H  0.6200  2.6807  -5.0175  0.42
H  2.4191  4.1883  -4.2594  0.59
C  4.8389  -3.6832  3.9244  -0.56
C  4.7246  -2.4217  3.3476  -0.76
C  3.7790  -2.1961  2.3501  0.01
C  2.9303  -3.2217  1.9316  0.36
C  3.0594  -4.4865  2.5048  -0.21
C  4.0120  -4.7167  3.4954  -0.91
As  1.6308  -2.7886  0.5147  0.83
C  2.7255  -3.6706  -0.8504  0.58
C  3.9023  -3.1865  -1.4061  -0.58
C  4.6053  -3.9614  -2.3224  -0.87
C  4.1301  -5.2230  -2.6754  -0.88
C  2.9534  -5.7117  -2.1176  -0.59
C  2.2469  -4.9370  -1.1998  -0.01
C  1.0117  -5.3449  -0.4762  0.37
C  0.2887  -6.5198  -0.6822  -0.38
C  -0.8461  -6.7767  0.0774  -1.04
C  -1.2649  -5.8719  1.0495  -0.49
C  -0.5500  -4.6973  1.2560  -0.89
C  0.5875  -4.4366  0.4992  0.31
H  5.5652  -3.8594  4.7116  0.38
H  5.3634  -1.6110  3.6827  0.44
H  3.6719  -1.2078  1.9164  0.13
H  2.4100  -5.2926  2.1823  0.42
H  4.1034  -5.7051  3.9337  0.42
H  4.2825  -2.2155  -1.1072  0.56
H  5.5262  -3.5884  -2.7558  0.42
H  4.6813  -5.8277  -3.3880  0.40
H  2.5948  -6.6980  -2.3968  0.40
H  0.6079  -7.2336  -1.4350  0.36
H  -1.4134  -7.6843  -0.0934  0.36
H  -2.1476  -6.0822  1.6417  0.41
H  -0.8729  -3.9893  2.0103  0.30

Which formula does entry 1 have?
C54H36O36